1.
Molecular formula: C9H16NO
Method: DFT, ωB97M-V/def2-TZVPD

Structure (XYZ):
```
27
Properties=species:S:1:pos:R:3:forces:R:3
C -0.61035 -2.17320 1.96553 -0.146 -0.778 1.021
C -0.33228 -3.58267 1.43865 1.302 -0.158 -1.693
N -1.72240 -1.36430 1.23769 2.135 -1.459 -1.187
H -0.96287 -2.14599 2.99822 0.321 -0.328 -0.025
H 0.40452 -1.71887 1.92621 -1.378 0.971 -0.215
H 0.73828 -3.61334 1.14355 -0.362 0.212 0.353
H -0.74062 -3.77018 0.41175 -0.482 -0.198 1.174
H -1.78518 -0.49936 1.76311 -0.608 0.339 -0.435
H -1.27248 -1.19363 0.31881 -0.739 0.756 0.304
H -2.62439 -1.84672 1.02431 0.818 0.378 0.815
H -0.36550 -4.41264 2.15034 -0.948 0.266 -0.218
C 2.83246 2.54568 -0.77526 1.047 0.473 0.986
C -1.07267 0.93007 -1.14541 -1.228 0.023 -1.684
C -0.73450 1.29335 0.12194 2.869 1.684 0.175
C -0.19541 1.03952 -2.26627 -2.208 -1.324 -0.412
C 0.61274 1.78337 0.27216 -0.904 -1.242 -0.144
C 1.02502 1.59511 -2.12669 0.873 -0.186 1.704
C 1.45411 1.89030 -0.79173 1.639 0.845 -1.121
O -2.37439 0.50807 -1.34125 -0.516 -0.556 1.362
H -1.28426 1.62406 0.98498 -1.207 -0.753 -0.085
H -2.80206 0.39500 -2.19593 0.974 0.374 -0.376
H -0.64365 0.58761 -3.18866 0.821 0.839 0.575
H 0.93767 1.96830 1.27942 0.243 0.468 0.174
H 1.77972 1.75491 -2.88990 -0.549 -0.190 -0.288
H 3.37794 2.36256 -1.69988 -0.267 0.193 -0.123
H 3.63550 2.43181 -0.00628 -1.095 -1.162 0.048
H 2.72506 3.61116 -0.60941 -0.403 0.512 -0.687
```
Forces are in eV/Å.

## Properties
Energy ... -13122.12690 eV
HOMO ... -0.4303 Ha
Orbital gap ... 0.315 hartree
Total charge ... +1
LUMO energy ... -0.11537 Eh
Energy above the lowest of the compared OMol25 structures with the same formula, charge and spin ... 1.730 eV



2.
Molecular formula: CH3BrS
Method: DFT, ωB97M-V/def2-TZVPD

Structure (XYZ):
```
6
Properties=species:S:1:pos:R:3:forces:R:3
S 0.01064 -1.57733 0.25645 -0.421 2.255 -0.999
C 0.08977 0.56308 0.25626 -1.801 -2.977 1.258
Br 1.09716 1.28947 -1.15315 -0.292 0.167 -0.681
H -0.84708 -1.79315 -0.84598 0.954 0.624 1.202
H -1.07582 0.71243 0.34749 2.786 0.446 -0.422
H 0.72533 0.80549 1.13893 -1.226 -0.515 -0.357
```
Forces are in eV/Å.

## Properties
Energy ... -81962.00752 eV
HOMO ... -0.3464 Ha
SMILES ... SCBr
Orbital gap ... 0.356 hartree
Total charge ... 0
LUMO energy ... 0.00948 Eh
Energy above the lowest of the compared OMol25 structures with the same formula, charge and spin ... 0.971 eV



3.
Molecular formula: CH4IOPS
Method: DFT, ωB97M-V/def2-TZVPD

Structure (XYZ):
```
9
Properties=species:S:1:pos:R:3:forces:R:3
C 0.34969 0.76753 -0.84728 -0.220 -1.211 0.321
O -2.42051 -4.03475 0.18769 1.416 0.569 0.958
P -0.04988 -2.92817 1.67132 1.498 -0.347 2.030
S -1.22588 -2.74132 0.16512 -2.369 -0.322 -2.365
I 1.73345 -0.35026 -2.05902 0.139 0.661 -0.098
H -0.00594 -0.13938 -0.32928 -0.512 1.144 0.149
H -0.40982 1.27382 -1.42734 -0.081 -0.367 -0.359
H 0.75706 1.49748 -0.16137 0.662 -0.212 0.005
H -2.12856 -4.54856 0.97526 -0.533 0.084 -0.641
```
Forces are in eV/Å.

## Properties
Energy ... -31370.92338 eV
HOMO (spin up / spin down) ... -0.2813 / -0.3470 Ha
Orbital gap (spin up / spin down) ... 0.294 / 0.253 hartree
Total charge ... 0
LUMO energy (spin up / spin down) ... 0.01237 / -0.09380 Eh
Multiplicity ... 3
Energy above the lowest of the compared OMol25 structures with the same formula, charge and spin ... 2.639 eV



4.
Molecular formula: C33H38AsCoN4S
Method: DFT, ωB97M-V/def2-TZVPD

Structure (XYZ):
```
78
Properties=species:S:1:pos:R:3:forces:R:3
Co 0.16122 -0.00854 0.99885 -0.328 0.405 0.077
N -0.18586 1.88181 3.42545 -0.113 0.130 0.002
C 0.72165 2.41019 2.51616 0.077 -0.016 0.066
C 1.22021 3.69552 2.75612 -0.046 -0.008 -0.007
C 2.19216 4.20441 1.93185 0.036 -0.036 -0.045
C 2.68201 3.40325 0.89851 -0.043 0.047 0.053
C 2.12446 2.16705 0.71888 -0.018 0.023 -0.065
N 1.11423 1.67590 1.47433 0.084 -0.027 -0.116
C -0.21925 0.55805 3.83926 0.088 -0.036 0.012
C -0.55061 0.27886 5.17032 0.026 0.044 -0.057
C -0.53027 -1.02284 5.60202 0.008 -0.064 0.007
C -0.14953 -2.02762 4.70906 -0.005 0.020 0.021
C 0.14188 -1.67591 3.41889 0.007 0.083 -0.038
N 0.06354 -0.40128 2.95843 -0.080 -0.055 0.045
H -0.42442 2.53073 4.15965 0.007 0.005 0.024
H 0.86368 4.25500 3.61090 -0.006 0.005 -0.004
H 2.59784 5.19110 2.10998 -0.005 0.002 -0.005
H 3.48259 3.73388 0.25332 0.003 0.000 0.006
H 2.50529 1.50206 -0.03970 -0.051 -0.051 -0.082
H -0.78980 1.08968 5.84589 0.003 0.002 -0.002
H -0.77640 -1.25992 6.62834 0.000 -0.003 -0.004
H -0.07471 -3.06003 5.01688 -0.002 0.000 -0.001
H 0.46834 -2.41625 2.70118 0.003 -0.007 -0.057
N -1.08064 -1.51646 0.65030 0.054 -0.101 0.170
C -0.76420 -2.60661 -0.26688 0.027 0.053 -0.021
C -1.82207 -3.25018 -0.89602 0.022 0.042 -0.008
C -1.57603 -4.19529 -1.87356 0.069 -0.007 -0.016
C -0.25914 -4.47266 -2.22471 -0.055 0.007 0.013
C 0.78366 -3.85035 -1.56289 -0.019 -0.018 -0.009
C 0.56086 -2.92119 -0.53805 0.020 -0.044 0.070
C 1.70561 -2.36779 0.23829 -0.066 0.027 -0.055
C 2.83395 -3.18776 0.37123 0.051 -0.052 0.010
C 3.96978 -2.77595 1.04244 -0.052 0.058 0.007
C 3.98870 -1.51699 1.61984 -0.030 -0.060 -0.035
C 2.86378 -0.70742 1.53836 0.085 -0.090 0.100
C 1.71814 -1.10927 0.85519 -0.020 -0.013 0.008
H -1.92439 -1.07179 0.28940 -0.039 0.034 -0.014
H -1.36205 -1.89814 1.55276 0.058 -0.080 0.006
H -2.84163 -2.98556 -0.63736 -0.006 -0.002 0.003
H -2.39754 -4.69069 -2.37194 0.003 -0.006 0.004
H -0.04453 -5.18356 -3.01093 -0.006 0.003 -0.004
H 1.79843 -4.08503 -1.85401 0.005 0.002 0.008
H 2.80627 -4.18813 -0.03945 0.015 0.012 -0.004
H 4.81873 -3.43963 1.13112 0.006 0.007 -0.018
H 4.86005 -1.16880 2.15870 0.001 -0.011 0.009
H 2.90165 0.23400 2.06420 -0.030 -0.001 0.007
C -3.16121 0.98932 2.58479 -0.011 -0.025 -0.028
S -2.27481 1.24196 1.03600 0.019 -0.222 -0.120
C -2.75995 2.93928 0.67215 0.122 0.015 0.052
H -2.84594 1.71698 3.32926 -0.015 -0.007 0.000
H -2.94594 -0.01669 2.94344 0.002 0.009 0.008
H -4.23088 1.07667 2.40682 0.003 0.002 -0.012
H -3.84673 2.98883 0.66114 0.001 0.001 0.013
H -2.38968 3.19832 -0.31593 0.000 0.002 -0.001
H -2.35777 3.63052 1.41043 0.011 0.001 0.005
C 1.80693 -0.20001 -2.29644 0.034 0.012 -0.008
As 0.24518 0.45243 -1.36545 0.046 -0.047 -0.038
C 0.20258 2.31922 -1.88964 0.055 0.010 0.086
C -1.22456 -0.31148 -2.43000 -0.037 0.033 -0.044
C -1.34375 0.30393 -3.79296 0.004 -0.019 0.021
C -0.59126 -0.18589 -4.85661 0.001 0.007 -0.018
C -0.68447 0.39922 -6.11169 0.003 -0.010 0.005
C -1.53434 1.47637 -6.31597 -0.004 0.009 -0.004
C -2.30035 1.96109 -5.26430 0.004 -0.003 -0.008
C -2.20384 1.37740 -4.01072 -0.018 -0.010 0.002
H 1.75459 0.11728 -3.33673 -0.007 0.025 0.009
H 1.82225 -1.28565 -2.23581 0.012 0.021 -0.055
H 2.71701 0.18567 -1.83949 -0.013 0.007 0.000
H -0.05928 2.36407 -2.94509 0.000 0.002 0.006
H 1.17666 2.77758 -1.74543 0.047 -0.014 0.039
H -0.53415 2.86730 -1.30813 -0.001 0.023 0.003
H -2.15155 -0.18432 -1.86749 0.009 0.000 0.044
H -1.00526 -1.37436 -2.49694 -0.009 -0.043 -0.023
H 0.05391 -1.04535 -4.71071 0.000 -0.001 0.003
H -0.10227 0.00471 -6.93361 0.000 0.001 -0.002
H -1.61125 1.92811 -7.29549 -0.001 -0.001 -0.001
H -2.97967 2.78762 -5.42461 0.000 0.000 0.000
H -2.81583 1.74998 -3.19544 0.002 0.001 0.003
```
Forces are in eV/Å.

## Properties
Energy ... -150087.46140 eV
HOMO ... -0.4949 Ha
Orbital gap ... 0.295 hartree
Total charge ... +2
LUMO energy ... -0.19941 Eh
Energy above the lowest of the compared OMol25 structures with the same formula, charge and spin ... 0.000 eV



5.
Molecular formula: C24H41N5O4
Method: DFT, ωB97M-V/def2-TZVPD

Structure (XYZ):
```
74
Properties=species:S:1:pos:R:3:forces:R:3
C -4.92337 0.79721 2.58883 -0.238 1.343 0.715
C -5.20958 -0.00790 1.48508 -0.940 0.796 -0.545
C -6.29783 0.59780 0.86266 -0.266 -0.792 -0.563
N -6.70370 1.68449 1.59113 0.916 0.169 -0.619
C -5.79713 1.89958 2.57791 0.626 -1.135 1.116
H -4.18931 0.51515 3.32910 0.092 0.540 0.018
H -4.60649 -0.86278 1.21698 -0.453 -0.043 -0.279
H -6.81608 0.37711 -0.05882 0.030 -0.241 0.137
H -7.43210 2.34245 1.35319 0.203 -0.329 -0.170
H -5.89258 2.76599 3.21560 0.050 -0.257 0.173
C -0.77410 -6.66370 0.81532 0.430 -0.330 0.559
C -0.86312 -6.88708 -0.56054 -0.724 -0.422 -0.560
C -0.45194 -5.76861 -1.22412 0.527 0.419 0.214
N -0.01448 -4.84733 -0.26454 -0.451 -1.597 0.152
C -0.17976 -5.45438 0.98138 -0.255 1.628 -0.136
H -1.10226 -7.38043 1.55356 0.245 0.247 0.185
H -1.26659 -7.81216 -0.94505 0.117 0.209 -0.460
H -0.35909 -5.64426 -2.29292 0.028 0.400 0.167
H 0.24969 -3.88148 -0.39654 0.061 -0.333 -0.133
H 0.02898 -4.87674 1.86973 0.047 -0.145 -0.014
C 5.08769 -3.03308 4.69382 -0.666 0.462 -0.019
C 5.13516 -3.16998 3.28930 1.900 -0.886 -0.549
C 4.13571 -2.49916 2.71597 -2.079 1.788 0.327
N 3.41225 -1.89652 3.74230 0.254 -1.085 0.265
C 3.94375 -2.30058 4.96701 0.254 0.550 -0.762
H 5.92108 -3.33201 5.31227 -0.525 -0.154 0.407
H 5.91802 -3.66621 2.73497 -0.006 -0.071 0.093
H 3.80067 -2.25068 1.71977 0.405 -0.436 -0.126
H 2.52280 -1.44822 3.57493 0.213 -0.089 0.354
H 3.47616 -1.96144 5.87955 0.232 -0.060 -0.015
C 3.14575 3.09563 -0.76302 -1.119 -0.520 2.375
C 3.78604 2.09471 -0.01151 1.583 -1.978 0.281
C 4.46551 1.21837 -0.89548 -0.731 1.470 1.362
N 4.25085 1.73453 -2.12501 -1.101 -0.169 -0.480
C 3.32855 2.76978 -2.03328 1.320 0.009 -3.482
H 2.45480 3.76534 -0.27264 0.108 0.354 -0.537
H 3.78376 2.00413 1.06468 0.008 -0.006 -0.052
H 5.03064 0.30409 -0.78996 0.075 0.259 0.327
H 4.58833 1.29537 -2.96961 -0.263 0.224 -0.020
H 2.96641 3.19127 -2.95935 0.024 0.209 0.156
C -1.72909 5.85943 -0.13464 0.428 1.312 1.583
C -2.07215 4.66719 -0.75558 -1.014 -0.463 -1.222
C -3.33695 4.33347 -0.34133 -0.258 0.082 1.067
N -3.71143 5.25073 0.63741 0.369 -0.385 -0.162
C -2.70845 6.17358 0.80590 0.297 -0.459 -1.032
H -0.84720 6.45253 -0.32674 0.027 -0.108 0.148
H -1.55850 4.18199 -1.57235 0.086 0.005 0.144
H -3.96871 3.50137 -0.61496 0.007 0.119 0.123
H -4.50541 5.18985 1.25868 0.112 -0.174 -0.362
H -2.77365 6.95287 1.55077 -0.021 -0.020 -0.209
C -1.55599 3.74709 4.61107 -0.811 0.551 0.523
O -0.64489 3.27252 3.66173 0.234 -0.193 -0.076
H -2.52196 3.24234 4.62602 -0.009 -0.623 -0.176
H -1.14149 3.66687 5.61600 0.233 -0.090 -0.167
H -1.84905 4.78604 4.46010 0.387 0.357 -0.095
H -0.90898 3.58128 2.79194 -0.059 0.009 -0.082
C -1.21957 -2.48966 -5.21559 1.139 -0.460 0.921
O -1.08934 -3.72228 -5.89180 -0.345 -0.067 -0.585
H -1.55155 -1.65430 -5.83210 -0.439 -0.123 0.061
H -1.78128 -2.71052 -4.30795 -0.507 0.797 -0.001
H -0.21891 -2.25326 -4.85382 0.087 0.223 -0.090
H -1.98864 -4.05334 -5.94888 0.075 -0.367 -0.279
C -0.27759 0.19820 -1.13425 0.558 0.776 0.333
O 0.94785 -0.54547 -0.92291 -1.316 -0.034 -0.323
H -0.46039 0.84838 -0.27871 -0.082 -0.008 0.191
H -0.18970 0.87026 -1.98791 0.109 -0.088 -0.262
H -1.19086 -0.38034 -1.27324 0.540 -0.681 0.039
H 1.59054 0.11315 -0.64944 0.288 0.070 0.040
C 3.93747 -1.18943 -5.25261 -0.394 -1.348 0.033
O 5.09455 -0.40590 -5.50483 -0.750 0.613 0.565
H 4.05659 -2.09821 -5.84256 -0.395 -0.233 0.081
H 3.78147 -1.48596 -4.21539 1.043 0.076 0.283
H 2.93743 -0.79226 -5.42661 0.229 0.829 -0.801
H 4.90272 0.08355 -6.30809 0.221 0.108 -0.074
```
Forces are in eV/Å.

## Properties
Energy ... -41188.52313 eV
HOMO ... -0.2971 Ha
SMILES ... c1cc[nH]c1.c1cc[nH]c1.c1cc[nH]c1.c1cc[nH]c1.c1cc[nH]c1.CO.CO.CO.CO
Orbital gap ... 0.309 hartree
Total charge ... 0
LUMO energy ... 0.01175 Eh
Energy above the lowest of the compared OMol25 structures with the same formula, charge and spin ... 0.861 eV



Question: Which value of energy above the lowest of the compared OMol25 structures with the same formula, charge and spin does entry 1 give?
Answer: 1.730 eV



Question: The lowest energy belongs to which entry?
Answer: C33H38AsCoN4S



Question: Look up the energy above the lowest of the compared OMol25 structures with the same formula, charge and spin of the fourth one.
Answer: 0.000 eV



Question: Among the records above, which one has the highest energy?
Answer: C9H16NO